Record 1
Density functional theory data (the ωB97M-V functional and the def2-TZVPD basis) for a 11-piece molecular cluster, C23H59N5O9 overall at a distorted geometry.

```
96
Properties=species:S:1:pos:R:3:forces:R:3:lowdin_charge:R:1
O -19.388401 -5.241363 13.958169 0.46 -0.68 -1.56 -0.13
O -16.409521 -7.854222 9.085833 2.08 -0.64 -0.32 -0.12
O -17.671687 -13.268819 8.462814 -0.34 2.08 -2.10 -0.15
O -15.774354 -9.495821 5.627969 -0.06 -0.27 0.55 0.00
O -16.472990 -4.391292 12.936256 -0.04 0.86 -2.26 -0.18
O -16.445943 -5.549395 15.245195 -0.80 -1.59 -0.10 -0.05
O -19.002447 -11.568311 6.290632 -0.87 -0.14 0.71 -0.02
O -21.219224 -10.038881 7.619704 1.30 -0.63 -0.21 -0.15
O -17.551025 -5.758091 10.566444 0.07 2.04 0.37 -0.19
N -17.304903 -7.634561 14.751923 0.95 0.15 -3.16 -0.16
N -13.627684 -8.809303 5.546735 -1.63 -0.28 -0.04 -0.20
N -15.797504 -10.720111 12.365773 -0.10 -1.25 -3.14 0.15
N -18.339443 -10.898149 4.263196 -0.68 0.72 -2.00 -0.17
N -11.033006 -4.745563 12.033830 -1.08 -1.28 -0.01 0.13
C -17.147409 -6.572135 15.477759 1.56 2.53 0.60 -0.32
C -12.922286 -6.574186 12.315026 0.34 -0.60 0.32 -0.18
C -17.413751 -11.043510 3.167869 -0.25 -1.77 0.02 -0.05
C -15.550061 -10.971405 9.806494 -0.47 -0.10 -1.62 -0.24
C -14.419557 -11.864206 9.353584 2.08 1.42 -0.51 -0.22
C -14.753248 -9.190279 6.226268 -0.07 0.00 -1.59 -0.29
C -14.210682 -5.792500 10.268272 0.00 -0.80 -0.95 -0.09
C -17.736580 -8.138814 9.180006 -2.11 -0.39 -1.75 -0.18
C -13.629466 -7.019844 11.003296 0.54 1.16 0.03 -0.24
C -12.544993 -8.146033 6.169630 0.71 0.49 0.56 -0.07
C -15.589680 -3.295417 12.653801 -0.24 -0.64 0.08 -0.11
C -19.556208 -10.105972 4.011229 -0.37 -0.22 0.53 -0.01
C -18.194044 -11.562220 5.371073 1.32 -0.51 2.00 -0.35
C -18.275881 -13.593129 9.654192 -0.25 -1.04 1.45 -0.21
C -11.833840 -5.583141 12.120543 0.51 0.87 0.02 -0.23
C -20.987118 -10.237066 9.025241 0.21 -0.61 -1.35 -0.15
C -15.765601 -10.972288 11.214086 0.07 1.81 4.28 -0.20
C -13.721070 -8.771311 4.098563 0.31 -0.63 -0.19 -0.04
C -18.040595 -4.884114 9.485382 0.27 -2.50 0.68 -0.09
C -19.309971 -4.183172 14.864849 -3.15 -0.75 1.14 -0.17
C -18.117966 -8.746893 15.102024 0.56 -1.08 -0.44 -0.05
C -13.015421 -11.169627 9.674454 -2.08 0.64 -0.02 -0.09
C -16.789451 -7.666549 13.320203 -0.49 -2.32 1.26 0.01
H -15.351740 -9.947920 9.444390 -0.10 -0.13 0.54 0.10
H -19.032245 -4.983818 13.076182 -0.29 -0.12 1.13 0.08
H -14.690860 -9.250302 7.306164 0.29 0.26 0.50 0.11
H -11.590906 -8.533813 5.787283 -0.10 -0.07 0.48 0.10
H -17.882295 -3.872410 9.695040 0.31 1.53 0.31 0.06
H -19.685732 -9.504365 4.912573 -0.02 0.59 -0.39 0.09
H -19.347454 -4.614797 15.877637 0.35 0.03 -0.26 0.08
H -18.321241 -12.713294 7.918035 1.39 -0.89 0.73 0.08
H -12.945347 -10.130363 9.205256 -0.18 -1.30 0.75 0.07
H -13.259007 -7.854570 3.710760 0.09 -0.47 -0.02 0.10
H -18.456388 -3.613130 14.761601 1.75 1.36 -0.25 0.04
H -19.081794 -5.091671 9.335830 -0.76 0.12 0.13 0.07
H -17.511459 -9.674171 14.966265 -0.56 0.52 0.18 0.11
H -18.287822 -7.212424 9.218590 -0.58 -0.15 0.12 0.05
H -14.469783 -7.647926 11.259324 0.05 -0.63 0.18 0.08
H -17.989736 -8.613784 8.228429 -0.30 -0.25 0.14 0.10
H -18.059927 -8.784302 9.986854 0.20 -0.26 0.51 0.08
H -20.506039 -10.694109 3.987889 0.92 -0.05 -0.28 0.11
H -20.267159 -3.599670 14.827455 0.90 0.10 -0.19 0.09
H -16.817283 -11.966967 3.321912 0.00 0.84 0.00 0.11
H -21.711556 -10.941197 9.379218 -0.57 -0.24 0.60 0.07
H -14.495181 -11.810250 8.241518 0.01 -1.04 0.75 0.11
H -20.967636 -9.336528 9.589741 -0.65 1.09 0.18 0.06
H -18.008766 -11.246494 2.295604 -0.20 -0.10 -0.64 0.08
H -12.544819 -7.071781 5.953796 -0.09 0.03 -0.05 0.09
H -16.130403 -6.838783 13.137532 -0.03 0.31 -0.14 0.05
H -17.641161 -7.770322 12.603696 0.56 0.59 0.61 0.10
H -17.630393 -6.604981 16.430514 -0.60 -0.25 0.89 0.13
H -14.837582 -5.253016 10.985565 -0.24 -0.11 -0.40 0.05
H -16.240627 -8.651519 13.249705 -0.33 1.18 -0.09 0.06
H -14.744407 -8.834559 3.767816 -0.48 0.43 0.25 0.06
H -13.601554 -6.141805 13.070798 0.00 -0.09 -0.47 0.11
H -16.242135 -7.240071 9.778197 0.36 1.05 0.98 0.01
H -13.313954 -9.715333 3.695889 0.53 0.62 -0.11 0.10
H -16.291533 -4.864309 13.743907 0.30 -0.33 1.49 -0.01
H -12.875255 -7.563576 10.396426 -0.66 0.17 0.21 0.11
H -14.802423 -6.132149 9.326300 1.13 0.96 1.61 0.10
H -17.261182 -5.161247 11.310507 -0.14 -0.84 -0.61 0.05
H -16.442352 -11.263108 9.250199 -0.28 -0.18 0.33 0.10
H -18.959376 -8.776803 14.426022 -0.45 -0.21 -0.11 0.09
H -14.419010 -12.857134 9.838628 -0.26 0.33 -0.78 0.12
H -17.780475 -14.543581 9.995035 -1.05 0.60 -0.18 0.10
H -12.661620 -8.240958 7.259873 0.42 -0.14 -0.32 0.08
H -12.486742 -7.469061 12.807455 -0.11 0.51 -0.25 0.12
H -18.451980 -8.672031 16.114827 -0.23 0.04 0.63 0.08
H -17.207205 -12.060295 5.557444 -0.54 0.17 -0.72 0.15
H -20.016264 -10.637174 9.236755 0.82 -0.60 -0.20 0.05
H -12.896204 -11.136764 10.763570 0.16 0.32 -0.22 0.07
H -17.568804 -5.187609 8.564714 0.53 0.10 -0.31 0.08
H -15.908165 -2.442507 13.249017 0.52 0.14 0.33 0.08
H -12.260504 -11.780104 9.262680 1.09 -0.60 -0.43 0.04
H -16.821521 -10.184631 2.960287 0.64 0.73 0.23 0.07
H -13.381607 -5.119147 10.011460 -0.32 -0.10 -0.31 0.07
H -14.500965 -3.556115 12.749575 -0.99 0.34 0.12 0.09
H -20.575470 -10.618602 7.110612 -0.93 0.95 0.86 0.05
H -18.210646 -12.903596 10.515678 0.65 0.39 -0.42 0.07
H -19.450565 -9.532681 3.061936 0.02 -0.31 0.98 0.10
H -19.344719 -13.618994 9.478914 -0.43 -0.95 0.30 0.07
H -15.799201 -3.012188 11.623549 0.25 -0.05 -0.17 0.07
```
Forces are in eV/Å.

As for the SMILES: CN(C)C=O.CN(C)C=O.CN(C)C=O.CCCC#N.CCCC#N.CO.CO.CO.CO.CO.CO. For the HOMO energy, the calculation gives -9.54 eV. The value obtained for the orbital gap is 0.36823 hartree.

---

Record 2
Density functional theory data (the ωB97M-V functional and the def2-TZVPD basis) for C23H60As4F27N6O9S as an isolated structure at a distorted geometry.

```
130
Properties=species:S:1:pos:R:3:forces:R:3:lowdin_charge:R:1
As 14.147688 13.432156 8.232324 3.13 1.70 -0.10 0.57
As 17.425844 13.583264 15.738615 0.66 -0.29 2.61 0.71
As 14.367383 19.085453 13.439353 1.30 2.21 4.22 0.64
As 12.257411 10.857473 14.619169 0.12 -0.05 -0.39 0.69
S 16.580672 9.747083 11.350045 -1.97 -2.17 -1.73 0.54
F 17.442778 14.582890 14.392545 0.12 1.57 -1.81 -0.23
F 14.044644 15.049609 8.923039 -0.13 0.69 0.49 -0.28
F 11.241238 12.051703 13.691002 -0.05 -0.35 0.17 -0.30
F 12.551181 13.543082 7.872652 -3.43 0.03 -0.49 -0.19
F 12.747090 19.312885 13.842085 -1.76 0.38 0.32 -0.23
F 13.247991 9.718482 15.471725 -0.29 -0.18 -0.41 -0.23
F 11.926091 9.681471 13.373448 -0.62 -0.46 -0.05 -0.25
F 16.140709 14.555600 16.392857 0.18 0.15 0.20 -0.25
F 16.193651 12.647536 14.904526 -0.73 -0.50 -0.59 -0.27
F 18.834408 9.399754 9.867440 0.11 -0.66 0.01 0.16
F 14.542000 14.202692 6.755855 0.23 0.61 -1.16 -0.24
F 15.835696 13.530656 8.632655 0.77 -0.27 0.10 -0.25
F 13.876421 12.764277 9.746525 -0.52 -0.85 1.60 -0.19
F 17.215259 12.467394 17.065976 0.48 0.41 -0.25 -0.25
F 18.985385 10.938794 11.352117 -0.73 0.07 -0.43 0.14
F 17.749904 11.197884 9.525342 0.20 0.58 0.29 0.11
F 10.839620 10.448353 15.425773 -0.91 -0.49 0.71 -0.21
F 14.838339 20.644120 14.207103 -0.54 -1.51 -0.64 -0.27
F 18.618208 12.603689 15.004977 0.35 -0.58 -0.09 -0.23
F 14.136351 19.887555 11.979350 -0.10 0.80 -1.75 -0.22
F 15.990419 18.745902 13.128084 1.67 -0.06 -0.52 -0.21
F 12.722100 11.999938 15.779114 -0.30 1.05 0.51 -0.21
F 13.491707 11.384497 13.599822 1.71 0.49 -0.78 -0.21
F 13.995671 17.628639 12.705004 -0.79 -2.27 -1.13 -0.22
F 18.712236 14.537972 16.509444 -1.33 -0.79 -0.32 -0.26
F 14.300516 11.944123 7.507233 0.18 -1.79 -0.59 -0.18
F 14.519676 18.259856 15.026700 0.01 0.25 -0.68 -0.28
O 10.217494 18.243521 15.594978 2.00 0.14 2.32 0.15
O 12.943763 14.227288 11.911341 0.26 0.09 0.41 0.13
O 17.048435 17.876869 10.439238 0.27 -0.72 -1.31 -0.07
O 9.852633 9.205207 9.753939 -0.05 0.24 0.45 0.19
O 9.755766 15.483161 8.498584 -0.27 -0.45 -0.10 -0.05
O 16.118643 10.946017 11.959975 -0.62 1.98 0.19 -0.30
O 19.145645 8.661052 15.070849 -0.45 0.00 0.22 0.17
O 15.623673 9.032935 10.476239 2.02 1.85 0.58 -0.30
O 17.089066 8.831170 12.342583 1.47 -1.08 0.37 -0.29
N 10.189587 16.956827 17.457149 1.43 1.03 1.08 0.08
N 18.403305 16.221896 8.143202 0.65 1.06 0.81 -0.35
N 15.049302 13.407978 12.409247 0.57 -1.04 -0.33 0.07
N 9.749170 10.569088 11.692759 0.29 -0.80 0.37 0.07
N 11.893828 17.662066 9.418423 0.65 0.79 -0.53 -0.28
N 16.939774 8.152301 14.683294 -0.44 1.33 1.14 0.07
C 13.397156 18.058905 9.278871 -1.62 1.89 0.39 0.02
C 13.954228 14.852618 14.012524 -0.48 0.89 0.71 0.02
C 11.958061 10.305719 10.465729 -0.99 0.28 -1.16 0.04
C 8.753911 16.934284 17.239304 -1.23 -0.05 -0.43 -0.01
C 11.465580 17.215595 8.009345 -1.09 -0.60 0.79 -0.08
C 16.975531 16.415706 7.804174 -0.90 -0.33 -0.35 -0.01
C 11.105390 18.924746 9.871313 -0.43 -1.40 -1.09 0.03
C 18.152191 10.346637 10.478268 -0.64 -0.39 0.01 -0.64
C 18.299407 6.951331 16.473981 0.25 0.33 -0.26 0.03
C 11.825033 16.524786 10.465533 -0.14 1.23 -1.13 0.03
C 9.973488 16.752733 7.954296 1.50 0.39 0.18 -0.23
C 19.262034 16.207581 6.904042 -1.10 0.12 0.41 0.02
C 12.104468 18.570514 17.050793 1.83 1.00 1.07 0.03
C 10.496246 9.866388 10.486509 1.24 0.65 -0.20 -0.34
C 18.942940 17.398133 9.037692 -0.42 -1.38 0.79 -0.05
C 18.509346 14.919033 8.871462 -0.31 0.41 -0.55 0.01
C 18.219696 7.989582 15.405929 1.37 -0.95 -1.64 -0.44
C 16.501636 9.559545 15.071413 -0.31 0.36 1.07 0.00
C 13.830014 14.200142 12.711383 -0.39 -0.46 -0.42 -0.44
C 16.018417 14.241734 11.648244 1.76 -0.06 0.07 -0.01
C 10.871354 18.045705 16.607677 -3.64 -0.52 -4.52 -0.37
C 8.591118 11.473296 11.413729 0.47 -0.49 -1.03 0.02
C 18.376606 17.361709 10.500330 -0.34 1.43 -0.78 -0.18
H 12.274569 16.891330 11.374358 -0.41 0.33 0.41 0.08
H 12.601356 9.869694 11.225635 -0.15 -0.33 -0.05 0.09
H 9.365040 17.455630 8.509333 -0.21 0.21 0.07 0.10
H 18.798585 18.309587 8.473406 -0.81 0.28 0.20 0.13
H 12.151731 16.404306 7.660074 -0.49 0.72 0.39 0.14
H 13.937109 17.248229 8.819096 0.15 -0.19 0.19 0.07
H 15.483836 13.072771 13.309729 -0.09 0.11 -0.56 0.12
H 18.116963 7.523462 17.338078 -0.04 0.75 1.61 0.09
H 12.356370 10.204906 9.430143 -0.19 -0.18 0.90 0.12
H 10.985119 19.602050 9.045627 0.79 0.34 -0.68 0.09
H 18.379333 16.361510 10.948210 0.24 0.19 -0.17 0.11
H 9.490940 9.738371 12.256747 -0.15 0.69 -0.09 0.18
H 8.938522 12.492098 11.394255 0.21 0.25 -0.05 0.10
H 12.295110 18.362560 18.094307 0.29 -0.50 0.24 0.10
H 17.551938 6.195816 16.518622 -0.58 -0.72 -0.55 0.08
H 16.246479 7.517047 15.057462 -0.15 -0.25 -0.24 0.16
H 11.660722 19.402688 10.655233 -0.09 0.00 0.64 0.09
H 15.519781 14.954200 11.001063 -0.17 -0.30 -0.26 0.09
H 18.356953 14.092110 8.177682 -0.20 0.13 0.20 0.12
H 12.088485 19.657190 17.026665 -0.09 0.20 -0.52 0.13
H 10.373705 17.223972 18.425030 0.02 -0.27 0.19 0.18
H 12.945511 18.255310 16.405973 -0.17 0.02 0.07 0.11
H 9.670694 14.814020 7.808335 0.19 0.18 0.08 0.11
H 17.825521 14.920226 9.703351 -0.52 -0.23 -0.22 0.07
H 19.469257 14.915051 9.287845 1.64 -0.41 0.48 0.10
H 16.831611 17.317249 7.203172 0.16 -0.08 0.17 0.12
H 9.721158 16.867739 6.910464 -0.41 -0.35 -0.39 0.12
H 11.485513 18.099892 7.366742 0.55 -0.05 0.14 0.13
H 16.634711 15.530059 7.247836 0.15 0.30 0.03 0.10
H 13.094724 15.545450 14.128071 0.26 -0.87 0.39 0.10
H 10.688331 16.078626 17.314230 -0.18 -0.31 -0.17 0.20
H 10.030386 18.717747 10.035438 0.88 -0.49 0.86 0.10
H 11.884361 11.367224 10.701683 0.39 0.25 -0.05 0.08
H 10.807317 16.148093 10.501851 0.10 0.15 0.29 0.10
H 16.594157 9.619599 16.183134 -0.49 0.16 -0.83 0.12
H 20.025767 17.344759 9.086921 0.21 -0.74 -0.01 0.13
H 17.180836 10.310744 14.662086 -0.06 -0.45 -0.20 0.08
H 12.492263 15.783448 10.107101 0.32 -0.86 -0.46 0.05
H 16.930258 8.275594 13.583344 0.58 -0.36 0.27 0.07
H 8.512253 16.626729 16.217549 0.19 0.05 0.38 0.12
H 14.857484 12.549734 11.840056 -0.08 0.57 0.48 0.13
H 16.681075 14.765279 12.328301 -0.45 0.33 0.53 0.08
H 18.887853 15.377108 6.301967 0.27 0.21 -0.18 0.11
H 19.304297 6.549698 16.561453 -0.02 0.03 -0.22 0.11
H 19.101910 17.181945 6.406862 0.34 -0.61 0.11 0.12
H 16.729339 18.328124 11.208703 0.14 0.27 1.23 0.05
H 13.481909 19.034567 8.732032 -0.38 -1.11 -0.18 0.12
H 8.359086 16.252602 17.965949 -0.47 -0.43 0.20 0.10
H 8.337202 17.936166 17.417737 0.31 -0.37 -0.10 0.13
H 16.368472 16.450562 8.716571 0.38 0.16 -0.23 0.09
H 20.281659 16.049321 7.235405 0.14 0.03 -0.26 0.11
H 10.432567 11.090967 12.270895 0.01 -0.21 0.09 0.10
H 14.142552 14.073622 14.797172 -0.39 0.87 -0.43 0.10
H 15.476340 9.720519 14.714077 0.41 -0.04 0.27 0.08
H 8.100891 11.221057 10.475450 0.28 -0.15 -0.08 0.10
H 16.762747 13.600711 11.133388 -1.10 -0.02 -0.12 0.10
H 7.880574 11.346628 12.177515 -0.82 -0.05 1.08 0.08
H 13.683756 18.392439 10.270634 0.50 -0.75 0.27 0.06
H 19.029572 18.014527 11.106592 -0.20 -0.29 -0.20 0.14
H 14.797761 15.549862 13.996386 0.34 -0.35 0.07 0.09
```
Forces are in eV/Å.

As for the charge: +1. For the HOMO energy, the calculation gives -11.29 eV. The value obtained for the orbital gap is 0.30666 hartree.